Molecular formula: C18H58N10O11
Method: DFT, wB97M-V/def2-TZVPD

Geometry as XYZ:
```
97
Properties=species:S:1:pos:R:3:lowdin_charge:R:1
C -6.0093 4.5009 0.5508 -0.09
C -6.9268 5.2491 -0.4464 -0.33
O -7.2162 4.5245 -1.6130 -0.07
H -5.8716 5.0939 1.4550 0.06
H -4.9584 4.3558 0.3004 0.06
H -6.4836 3.5511 0.7979 0.07
H -6.5080 6.2353 -0.6466 0.10
H -7.9003 5.3957 0.0214 0.11
H -6.4106 4.4755 -2.1328 0.08
C 5.5346 0.0042 2.8006 -0.09
C 4.8002 0.6755 3.9401 -0.38
O 3.6577 -0.0336 4.1191 -0.05
H 5.0227 -0.5309 2.0008 0.07
H 6.1687 -0.7543 3.2597 0.07
H 6.1125 0.8299 2.3855 0.07
H 4.6219 1.7275 3.7170 0.11
H 5.5151 0.7841 4.7557 0.11
H 3.9299 -0.8130 4.6090 0.09
C 3.5126 5.2022 -4.8176 -0.10
C 3.9487 3.7488 -4.6602 -0.32
O 2.9493 3.1705 -3.8420 -0.10
H 4.1800 5.5890 -5.5877 0.07
H 3.5365 5.7711 -3.8882 0.08
H 2.5253 5.3576 -5.2526 0.07
H 4.9180 3.6721 -4.1676 0.11
H 4.0354 3.3594 -5.6746 0.11
H 2.1420 3.1618 -4.3614 0.08
C 0.2696 -6.2121 1.1815 -0.08
C -1.2170 -6.0090 1.0065 -0.39
O -1.9767 -5.6577 2.0849 -0.05
H 0.6448 -6.5076 0.2018 0.08
H 0.4641 -7.0403 1.8629 0.08
H 0.7814 -5.3023 1.4955 0.07
H -1.5380 -6.9656 0.5942 0.11
H -1.4463 -5.2732 0.2356 0.10
H -2.9145 -5.8040 1.9406 0.09
C 4.8036 -5.4315 4.5770 -0.06
C 3.5794 -4.6411 5.1929 -0.34
O 3.9475 -3.6903 6.1284 -0.08
H 4.4834 -6.0681 3.7521 0.06
H 5.3061 -5.9717 5.3793 0.07
H 5.5453 -4.8535 4.0257 0.06
H 2.8916 -5.3565 5.6436 0.10
H 2.9547 -4.1387 4.4543 0.10
H 3.1302 -3.5640 6.6160 0.09
C -0.4485 6.2445 -1.4830 -0.83
O -0.7309 5.7359 -2.5417 0.04
N -1.0602 7.1734 -0.8582 0.16
N 0.5414 5.8608 -0.7314 0.15
H -1.9510 7.5040 -1.2008 0.12
H -0.7223 7.7269 -0.0839 0.12
H 1.0311 5.0641 -1.1129 0.12
H 0.8001 6.4511 0.0463 0.11
C -4.4531 -0.4526 4.1593 -0.80
O -5.5370 -0.9891 4.3006 0.03
N -3.5494 -0.9348 3.3893 0.17
N -4.1477 0.7592 4.5566 0.16
H -2.6387 -0.5104 3.2859 0.10
H -3.8297 -1.7718 2.8985 0.12
H -4.7968 1.3105 5.0996 0.12
H -3.2348 1.1442 4.3602 0.10
C -1.5380 -2.4267 -4.6912 -0.88
O -2.4964 -1.9689 -4.1171 0.04
N -0.6128 -1.7120 -5.2180 0.16
N -1.3532 -3.6316 -4.9354 0.18
H -0.9122 -0.7548 -5.0979 0.12
H -0.1883 -2.0913 -6.0522 0.12
H -1.9833 -4.3115 -4.5345 0.14
H -0.6118 -4.0116 -5.5064 0.13
C -5.8589 -1.2492 -0.5363 -0.81
O -6.7621 -1.2725 0.2590 0.05
N -4.8555 -2.0937 -0.6040 0.16
N -5.7071 -0.3635 -1.4693 0.16
H -4.8677 -2.9065 -0.0046 0.11
H -4.2409 -1.9128 -1.3848 0.09
H -5.0317 -0.5587 -2.1944 0.11
H -6.1962 0.5082 -1.3237 0.12
C 5.1490 -1.0651 -3.1541 -0.79
O 6.0173 -1.9359 -3.2726 0.02
N 4.0040 -1.0349 -3.7101 0.16
N 5.1797 -0.0308 -2.3525 0.16
H 3.7254 -1.8912 -4.1676 0.13
H 3.4071 -0.2375 -3.5426 0.11
H 4.3631 0.5608 -2.4089 0.10
H 6.0621 0.2567 -1.9540 0.12
C 0.7120 -1.1011 0.1760 -0.06
C 0.3682 0.3312 0.5286 -0.49
C -0.8059 0.8296 -0.2837 -0.06
O 0.0273 0.4207 1.9385 -0.06
H 0.9461 -1.1668 -0.8865 0.07
H -0.0151 -1.8780 0.4124 0.08
H 1.5942 -1.4223 0.7297 0.07
H 1.1256 1.0821 0.3039 0.13
H -0.6531 0.5252 -1.3191 0.08
H -0.9184 1.9137 -0.2757 0.08
H -1.6855 0.3757 0.1728 0.08
H 0.8043 0.0926 2.3971 0.07
```

Calculated values
HOMO-LUMO gap, eV: 9.05
Electronic energy, Ha: -2095.74724
Lowest unoccupied orbital energy, eV: -0.1
HOMO energy, eV: -9.13